# 1
The following is a quantum chemistry calculation of a structure of composition C57H45BF2InN7O4S, from the Open Molecules 2025 dataset.

ORCA input file:
```
! RIJCOSX wB97M-V def2-TZVPD def2/J DEFGRID3
* xyz 0 1
In -0.2703 -0.3648 -0.8181
C 5.8319 7.4377 1.0868
O 5.7164 6.6152 -0.0586
C 4.7996 5.6088 -0.0155
C 3.9923 5.3288 1.0820
C 3.0821 4.2782 1.0126
C 2.9625 3.4935 -0.1259
C 3.7848 3.7886 -1.2123
C 4.6924 4.8305 -1.1646
C 1.9592 2.3847 -0.1851
C 2.2313 1.2175 0.5344
C 3.3680 1.0581 1.4136
C 3.2435 -0.1506 2.0059
C 2.0443 -0.7615 1.4757
N 1.4734 0.0818 0.5701
C 1.5288 -1.9982 1.8899
C 0.2607 -2.4946 1.5461
C -0.2446 -3.7920 1.9385
C -1.5293 -3.8566 1.5222
C -1.8250 -2.5978 0.8768
C -3.0891 -2.2371 0.3927
C -4.2210 -3.1707 0.6633
C -4.6137 -3.4528 1.9653
C -5.6778 -4.3069 2.2391
C -6.3673 -4.8985 1.1867
O -7.4199 -5.7490 1.3392
C -7.8255 -6.0490 2.6610
C -5.9858 -4.6278 -0.1248
C -4.9297 -3.7749 -0.3771
C -3.3939 -1.0372 -0.2657
N -2.5048 -0.0743 -0.6220
C -3.2085 0.9487 -1.1729
C -2.6805 2.1661 -1.6186
C -3.6476 3.1755 -2.1468
C -4.2948 3.0077 -3.3700
C -5.1774 3.9565 -3.8490
C -5.4388 5.1049 -3.1077
O -6.3179 5.9841 -3.6614
C -6.6064 7.1617 -2.9331
C -4.8113 5.2894 -1.8800
C -3.9224 4.3250 -1.4162
C -1.3370 2.5541 -1.5143
C -0.8187 3.8226 -1.9601
C 0.4729 3.8898 -1.5552
C 0.7666 2.6540 -0.8725
N -0.3408 1.8575 -0.8882
C -4.6168 0.6210 -1.1679
C -4.7319 -0.6038 -0.6090
N -0.7079 -1.8149 0.8771
C 2.3141 -2.7762 2.8933
C 1.7759 -3.0549 4.1451
C 2.4988 -3.7324 5.1213
C 3.7976 -4.1479 4.8502
O 4.5905 -4.8185 5.7294
C 4.0906 -5.0102 7.0403
C 4.3558 -3.8792 3.6033
C 3.6204 -3.2011 2.6496
H 6.5765 8.1909 0.8463
H 6.1647 6.8651 1.9567
H 4.8848 7.9300 1.3218
H 4.0594 5.9125 1.9885
H 2.4452 4.0692 1.8640
H 3.7094 3.1885 -2.1128
H 5.3331 5.0584 -2.0071
H 4.1412 1.7920 1.5741
H 3.8892 -0.5807 2.7540
H 0.3236 -4.5543 2.4470
H -2.2116 -4.6851 1.6184
H -4.0845 -2.9858 2.7878
H -5.9558 -4.4928 3.2660
H -8.1494 -5.1504 3.1918
H -7.0218 -6.5296 3.2243
H -8.6629 -6.7352 2.5746
H -6.5287 -5.1011 -0.9327
H -4.6316 -3.5807 -1.4008
H -4.0964 2.1189 -3.9581
H -5.6742 3.8314 -4.8027
H -7.0583 6.9318 -1.9648
H -7.3142 7.7246 -3.5346
H -5.7074 7.7635 -2.7768
H -5.0000 6.1671 -1.2789
H -3.4340 4.4690 -0.4596
H -1.3776 4.5647 -2.5070
H 1.1692 4.6988 -1.7069
H -5.4076 1.2522 -1.5382
H -5.6375 -1.1575 -0.4252
H 0.7675 -2.7285 4.3674
H 2.0432 -3.9158 6.0832
H 4.8777 -5.5107 7.5965
H 3.1973 -5.6391 7.0390
H 3.8587 -4.0552 7.5181
H 5.3678 -4.2091 3.4042
H 4.0755 -2.9720 1.6932
C 3.2939 -4.1542 -0.0479
N 3.5681 -2.8772 -0.6870
C 4.6822 -2.0865 -0.4606
C 4.5806 -1.0156 -1.2661
N 3.4120 -1.1724 -1.9998
C 2.8088 -2.3361 -1.6682
S 1.4621 -3.1068 -2.3562
C 3.0394 -0.3258 -3.0981
C 3.8862 -0.2409 -4.1915
C 3.4860 0.5704 -5.2391
C 2.2690 1.2302 -5.1511
C 1.5082 1.0702 -4.0041
N 1.9004 0.3177 -2.9774
H 3.6598 -4.9755 -0.6636
H 2.2199 -4.2596 0.0805
H 3.7851 -4.1709 0.9231
H 5.4262 -2.3379 0.2738
H 5.1903 -0.1354 -1.3606
H 4.8100 -0.8027 -4.2225
H 4.1095 0.6711 -6.1177
H 1.9081 1.8489 -5.9612
H 0.5501 1.5655 -3.8918
F -1.1613 -2.6113 -2.6946
B -0.1158 -1.6975 -2.6551
F 0.0923 -1.1213 -3.8927
*
```

Values from the calculation:
- E_LUMO: -0.804 eV
- E_HOMO: -6.2 eV
- Frontier orbital gap: 0.199 Eh

***

# 2
The following is a quantum chemistry calculation of a structure of composition C18H23B2CrF7N5O7, from the Open Molecules 2025 dataset.

ORCA input file:
```
! RIJCOSX wB97M-V def2-TZVPD def2/J DEFGRID3
* xyz 1 5
Cr -0.0312 0.1274 -0.1490
C -0.1740 1.3287 -4.2385
C 0.0078 1.1941 -2.7740
N -0.2386 0.1184 -2.1092
O -0.7950 -0.9150 -2.7615
B -0.2375 -2.2377 -2.3686
F -0.7626 -3.1875 -3.1589
F 1.1453 -2.1655 -2.3171
O -0.6911 -2.5969 -0.9107
N -0.1192 -1.9015 0.0385
C 0.4371 -2.7301 1.0649
C 0.8388 -4.1122 0.5545
C 2.3392 -1.1426 1.1170
N 1.8671 -0.3241 0.2426
O 2.7220 0.6850 -0.1810
B 2.5753 1.9515 0.6084
F 3.5988 2.7743 0.2970
F 2.4726 1.6744 1.9896
O 1.2308 2.6152 0.2494
N 0.5529 1.9024 -0.6822
C 0.5781 2.2502 -1.9193
C 1.1659 3.5135 -2.4183
C 3.7168 -1.0967 1.6694
H -0.4446 0.3698 -4.6694
H 0.7503 1.6848 -4.6945
H -0.9578 2.0546 -4.4651
H -0.0359 -4.7274 0.3546
H 1.4784 -4.5920 1.2880
H 1.3900 -3.9808 -0.3766
H 1.6947 4.0109 -1.6101
H 0.3737 4.1673 -2.7907
H 1.8536 3.3225 -3.2422
H 3.6569 -1.0577 2.7564
H 4.2491 -0.2322 1.2939
H 4.2485 -2.0070 1.3904
O 0.0141 0.4507 2.0254
C -1.1051 0.7735 2.8855
C -1.5711 2.2095 2.7327
C -1.8868 2.5743 1.2722
C -2.7324 1.5333 0.5950
C -4.1148 1.6567 0.6656
C -4.9348 0.7095 0.0808
C -4.3400 -0.3626 -0.5649
C -2.9646 -0.4403 -0.5892
N -2.1595 0.4813 -0.0313
H 0.7738 1.0141 2.2743
H -0.8117 0.5760 3.9177
H -1.9000 0.0829 2.6245
H -0.8060 2.8947 3.1048
H -2.4608 2.3364 3.3523
H -0.9589 2.7255 0.7373
H -2.4238 3.5220 1.2623
H -4.5391 2.5063 1.1833
H -6.0111 0.8062 0.1280
H -4.9291 -1.1318 -1.0428
H -2.4942 -1.2792 -1.0749
F -0.7933 -4.9693 3.1912
C -0.2853 -3.7542 3.4276
F -0.8540 -3.2474 4.5190
F 1.0256 -3.8752 3.6452
C -0.6089 -2.8405 2.2135
O 1.6074 -2.1265 1.6454
O -1.6747 -2.3131 2.1506
*
```

Values from the calculation:
- E_LUMO (spin up / spin down): -3.892 / -4.883 eV
- E_HOMO (spin up / spin down): -12.8 / -13.2 eV
- Frontier orbital gap (spin up / spin down): 0.326 / 0.305 Eh

***

# 3
The following is a quantum chemistry calculation of a cluster of 6 separate species, C13H29Cl4FN3O3 in total, from the Open Molecules 2025 dataset.

ORCA input file:
```
! RIJCOSX wB97M-V def2-TZVPD def2/J DEFGRID3
* xyz -1 1
F 8.2451 -4.4215 11.4301
C 6.1704 -7.3348 11.5203
C 5.0828 -6.4422 12.0524
O 3.9749 -6.9180 12.3147
N 5.4308 -5.1588 12.0621
C 4.4965 -4.1123 12.4209
H 6.9479 -7.5624 12.2483
H 6.5835 -6.9607 10.5809
H 5.8146 -8.3094 11.1805
H 6.4327 -4.9703 11.9206
H 3.4785 -4.4820 12.2806
H 4.5637 -3.2469 11.7658
H 4.5199 -3.8908 13.4888
C 7.8892 -4.0967 14.8499
C 7.4232 -2.6995 14.5130
O 7.1095 -1.8886 15.3719
N 7.3602 -2.4402 13.1832
C 6.9422 -1.1321 12.7186
H 8.8380 -4.2796 14.3435
H 7.1695 -4.7833 14.3911
H 7.9219 -4.3961 15.8926
H 7.7247 -3.0546 12.4517
H 7.7565 -0.4651 12.4191
H 6.3971 -0.5413 13.4528
H 6.2494 -1.4030 11.9172
C 9.6031 -7.2334 11.0209
C 10.8140 -6.6712 11.7273
O 11.8375 -7.2962 12.0019
N 10.6848 -5.3621 12.0268
C 11.5863 -4.5032 12.7792
H 8.7699 -6.5402 11.1432
H 9.4140 -8.2692 11.2768
H 9.7947 -7.1193 9.9487
H 9.7438 -5.0070 11.8531
H 12.3312 -4.9579 13.4288
H 10.9877 -3.9265 13.4864
H 12.0832 -3.8261 12.0868
Cl 10.0389 -2.0756 10.0869
C 9.3016 -1.6484 11.6682
C 9.9181 -0.3309 12.1990
Cl 11.4547 -0.7511 12.9930
H 9.6192 -2.4994 12.2598
H 8.2324 -1.4972 11.5523
H 9.2854 0.0601 12.9922
H 9.9624 0.3453 11.3491
Cl 6.2146 -2.3221 8.1632
C 6.4168 -3.1588 9.7310
C 6.4118 -4.7122 9.6562
Cl 5.3559 -5.3277 8.3435
H 5.6005 -2.7957 10.3459
H 7.3865 -2.9141 10.1558
H 5.9417 -5.0820 10.5678
H 7.3780 -5.2077 9.6759
*
```

Values from the calculation:
- E_LUMO: 2.614 eV
- E_HOMO: -6.4 eV
- Frontier orbital gap: 0.333 Eh

***

# 4
The following is a quantum chemistry calculation of the ion C7H11N4O2S with charge +1, from the Open Molecules 2025 dataset.

ORCA input file:
```
! RIJCOSX wB97M-V def2-TZVPD def2/J DEFGRID3
* xyz 1 1
C -3.4647 0.4564 0.3985
C -2.8789 0.8242 -0.8434
C -2.9001 -0.3286 1.3227
C -1.5953 0.3595 -1.0529
C -1.6297 -0.9155 1.0929
C -1.0577 -0.4906 -0.1128
C 1.7228 1.2786 -0.2590
N 3.0021 1.5389 0.3285
N 2.9005 -0.7317 0.3265
N 1.6974 -0.1942 -0.4758
N 3.3440 0.3651 1.0670
O 0.8326 -2.3867 0.3539
O 0.4095 -1.8578 -1.9526
S 0.4945 -1.3139 -0.5168
H -4.4460 0.9007 0.8518
H -3.2649 1.5486 -1.5800
H -3.4443 -0.3531 2.2772
H -0.9782 0.5992 -2.0297
H -1.2690 -1.7820 1.6450
H 0.9839 1.6376 0.4271
H 1.4963 1.5450 -1.2804
H 3.8856 1.7592 -0.2160
H 2.5756 -1.6009 0.8152
H 0.6694 -1.3882 -2.6545
H 2.9147 0.5303 2.0674
*
```

Values from the calculation:
- E_LUMO: -3.638 eV
- E_HOMO: -12.5 eV
- Frontier orbital gap: 0.326 Eh
- SMILES string: O=[S@@](O)(c1ccccc1)=[N+]1CNNN1